No. 1
37
Properties=species:S:1:pos:R:3 method="wB97M-V/def2-TZVPD" de_lowest_kcal_mol=0.00 homo_ev=-9.69 energy_ev=-109023.7784 smiles="O=C1[C@@H]2[C@H](C(=O)N1Nc1ccc([N+](=O)[O-])cc1[N+](=O)[O-])[C@]1(Cl)C(Cl)=C(Cl)[C@@]2(Cl)C1(Cl)Cl"
O 1.803 0.456 -1.130
O 0.036 1.001 2.928
O -3.920 -0.462 -4.483
O -1.343 4.504 -2.416
O -5.283 1.034 -3.752
O -1.930 4.191 -0.368
Cl 0.547 -3.488 -0.523
Cl -0.661 -2.976 2.646
Cl 3.379 -3.960 2.545
Cl 4.804 -1.466 2.488
Cl 4.049 -2.420 -0.434
Cl 1.947 -2.130 4.660
C 1.602 0.184 0.023
C 0.749 0.471 2.058
C 1.415 -2.628 0.862
C 0.919 -2.409 2.073
C -1.661 0.109 -1.056
C -2.585 -0.269 -1.961
C -2.960 2.001 -2.519
C -1.260 1.446 -0.797
C -3.328 0.664 -2.639
C -1.885 2.399 -1.651
N 0.534 0.730 0.726
N -0.368 1.771 0.238
N -4.267 0.356 -3.699
N -1.684 3.772 -1.507
C 2.642 -0.458 0.901
C 2.099 -0.285 2.406
C 3.223 -2.284 2.125
C 2.777 -1.947 0.800
C 2.019 -1.661 2.856
H -1.096 -0.652 -0.544
H -2.725 -1.363 -2.096
H -3.534 2.754 -3.195
H -0.427 2.702 0.732
H 3.558 0.047 0.684
H 2.816 0.265 3.021

No. 2
19
Properties=species:S:1:pos:R:3 method="wB97M-V/def2-TZVPD" de_lowest_kcal_mol=41.23 homo_ev=-14.50 energy_ev=-8908.8414 charge=+1
C 1.507 1.334 -0.742
C 0.261 0.477 -1.030
C 0.325 -0.918 -0.425
C 0.307 -2.138 -0.939
C 0.154 -0.106 1.900
N 0.677 -0.857 1.001
H 2.406 0.733 -0.699
H 1.551 2.305 -1.225
H 1.376 1.683 0.300
H -0.689 0.930 -0.753
H 0.260 0.371 -2.123
H 0.227 -2.168 -2.022
H 0.255 -3.107 -0.461
H 0.542 -0.139 2.912
H -0.710 0.505 1.634
H 1.017 -1.765 1.328
H -3.163 0.300 0.017
H -3.537 1.540 0.805
O -2.767 1.021 0.521

No. 3
94
Properties=species:S:1:pos:R:3 method="wB97M-V/def2-TZVPD" de_lowest_kcal_mol=0.00 homo_ev=-8.81 energy_ev=-60482.1248 smiles="CNC[C@@H](CN)OC.O=C1CCCO1.O=C1CCCO1.O=C1CCCO1.O=C1CCCO1.O=C1CCCO1.O=C1CCCO1"
C 2.834 -4.949 -0.059
N 1.983 -4.394 1.001
C 0.785 -5.211 1.336
C 0.087 -5.880 0.156
C 0.533 -7.313 -0.182
N 0.811 -8.221 0.932
O -1.300 -5.983 0.479
C -2.045 -4.794 0.251
H 3.088 -6.003 0.074
H 3.759 -4.380 -0.086
H 2.357 -4.797 -1.023
H 2.563 -4.396 1.833
H 1.023 -5.923 2.125
H 0.049 -4.530 1.755
H 0.222 -5.286 -0.749
H -0.281 -7.751 -0.754
H 1.403 -7.305 -0.835
H 0.092 -8.136 1.643
H 1.688 -7.950 1.364
H -2.989 -5.029 -0.230
H -1.516 -4.084 -0.382
H -2.280 -4.306 1.198
O -3.600 -2.161 -0.327
C -2.855 -1.292 0.027
O -2.678 -0.160 -0.699
C -1.663 0.663 -0.090
C -1.607 0.225 1.363
C -1.972 -1.252 1.259
H -0.718 0.492 -0.611
H -1.942 1.708 -0.210
H -0.646 0.416 1.827
H -2.370 0.744 1.939
H -1.098 -1.881 1.076
H -2.513 -1.615 2.128
O 0.962 3.156 -4.230
C 0.392 2.108 -4.121
O 0.773 1.164 -3.231
C -0.036 -0.023 -3.390
C -1.314 0.451 -4.064
C -0.802 1.612 -4.914
H 0.507 -0.738 -4.003
H -0.219 -0.461 -2.412
H -1.810 -0.337 -4.628
H -2.013 0.821 -3.312
H -0.451 1.283 -5.893
H -1.531 2.408 -5.037
O -1.309 -2.780 -6.331
C -0.175 -3.138 -6.216
O 0.728 -2.455 -5.468
C 2.034 -3.050 -5.596
C 1.775 -4.485 -6.035
C 0.494 -4.337 -6.855
H 2.600 -2.482 -6.337
H 2.542 -2.983 -4.637
H 2.609 -4.921 -6.580
H 1.581 -5.109 -5.161
H 0.699 -4.097 -7.900
H -0.155 -5.207 -6.803
O -3.811 0.272 3.524
C -4.455 1.155 4.011
O -3.885 2.197 4.659
C -4.901 3.046 5.225
C -6.157 2.763 4.410
C -5.963 1.294 4.038
H -5.020 2.782 6.278
H -4.569 4.079 5.157
H -7.075 2.970 4.956
H -6.157 3.375 3.507
H -6.354 0.620 4.801
H -6.386 1.034 3.073
O 2.347 1.759 2.108
C 1.610 2.699 2.076
O 0.293 2.600 2.384
C -0.368 3.860 2.163
C 0.739 4.904 2.215
C 1.934 4.123 1.675
H -0.858 3.824 1.186
H -1.125 3.996 2.932
H 0.505 5.805 1.652
H 0.930 5.195 3.248
H 1.998 4.168 0.586
H 2.874 4.439 2.118
O 3.042 6.772 4.121
C 3.731 7.215 3.249
O 3.347 8.237 2.450
C 4.338 8.471 1.432
C 5.629 7.886 1.988
C 5.107 6.728 2.838
H 4.014 7.969 0.517
H 4.396 9.540 1.243
H 6.332 7.590 1.212
H 6.121 8.619 2.628
H 4.990 5.813 2.255
H 5.718 6.531 3.713

No. 4
20
Properties=species:S:1:pos:R:3 method="wB97M-V/def2-TZVPD" de_lowest_kcal_mol=44.48 homo_ev=-7.91 energy_ev=-8932.0819
C 1.938 0.576 0.085
N 0.498 0.846 0.059
C -0.396 0.022 0.812
C -1.581 -0.247 0.238
C -2.655 -1.023 0.975
C 0.039 -0.257 2.207
H 2.215 -0.346 -0.444
H 2.336 0.455 1.090
H 2.438 1.404 -0.401
H 0.244 0.688 -0.907
H -1.968 0.535 -0.400
H -2.711 -0.803 2.037
H -2.499 -2.081 0.794
H -3.666 -0.830 0.606
H -0.455 -1.135 2.627
H 1.112 -0.407 2.321
H -0.193 0.598 2.838
H 0.947 0.727 -3.381
H 1.657 -0.642 -3.417
O 1.681 0.250 -3.781

No. 5
117
Properties=species:S:1:pos:R:3 method="wB97M-V/def2-TZVPD" homo_ev="-6.00 / -6.01" energy_ev=-202314.3721 spin_multiplicity=5 s2=6.285
Mn -1.050 0.763 -0.172
N -3.117 4.234 1.289
C -3.114 3.673 2.541
C -3.333 4.194 3.807
C -3.214 3.324 4.873
C -2.924 1.970 4.684
C -2.727 1.441 3.426
C -2.791 2.311 2.345
N -2.589 2.080 1.006
C -2.776 3.249 0.409
C -2.587 3.371 -1.008
C -2.878 4.399 -1.863
S -2.469 3.969 -3.474
C -1.934 2.434 -2.899
N -2.043 2.266 -1.620
H -3.228 5.210 1.076
H -3.582 5.236 3.946
H -3.353 3.700 5.877
H -2.858 1.324 5.547
H -2.521 0.393 3.269
H -3.302 5.357 -1.644
H -1.587 1.686 -3.586
Te -1.181 -4.258 -0.156
C 0.837 -4.892 -0.625
C 1.393 -4.783 -1.892
C 2.672 -5.275 -2.109
N 3.405 -5.851 -1.173
C 2.877 -5.958 0.034
C 1.607 -5.504 0.356
C -0.676 -2.176 -0.146
P -1.162 -1.225 1.291
C 0.180 -1.527 2.507
C 0.661 -0.446 3.238
C 1.738 -0.592 4.091
C 2.336 -1.833 4.230
C 1.855 -2.920 3.518
C 0.788 -2.768 2.652
C -2.576 -2.019 2.130
C -3.686 -2.398 1.380
C -4.798 -2.930 2.002
C -4.819 -3.078 3.380
C -3.708 -2.729 4.129
C -2.593 -2.198 3.511
P -1.249 -1.109 -1.470
C -2.662 -1.885 -2.313
C -3.939 -1.399 -2.054
C -5.048 -2.060 -2.551
C -4.883 -3.212 -3.306
C -3.612 -3.700 -3.566
C -2.501 -3.046 -3.066
C 0.035 -1.195 -2.755
C 1.344 -1.524 -2.423
C 2.341 -1.443 -3.376
C 2.035 -1.031 -4.663
C 0.732 -0.699 -4.998
C -0.266 -0.771 -4.047
H 0.848 -4.331 -2.708
H 3.132 -5.219 -3.089
H 3.499 -6.444 0.778
H 1.221 -5.638 1.357
H 0.173 0.511 3.121
H 2.123 0.258 4.638
H 3.176 -1.956 4.896
H 2.323 -3.886 3.641
H 0.415 -3.609 2.083
H -3.679 -2.272 0.304
H -5.650 -3.230 1.410
H -5.701 -3.464 3.869
H -3.711 -2.871 5.200
H -1.726 -1.924 4.096
H -4.045 -0.498 -1.454
H -6.041 -1.682 -2.349
H -5.750 -3.729 -3.690
H -3.483 -4.595 -4.158
H -1.503 -3.415 -3.269
H 1.573 -1.863 -1.419
H 3.361 -1.691 -3.119
H 2.821 -0.943 -5.398
H 0.502 -0.389 -6.006
H -1.287 -0.510 -4.300
C 5.410 0.785 1.485
C 4.691 -0.373 1.233
C 3.350 -0.301 0.917
C 2.695 0.933 0.864
C 3.420 2.092 1.135
C 4.766 2.012 1.436
C 1.277 0.951 0.542
C 0.305 1.844 0.773
C 0.381 3.168 1.363
C 0.383 4.283 0.516
C 0.488 5.559 1.030
C 0.560 5.754 2.401
C 0.502 4.662 3.253
C 0.412 3.381 2.744
H 6.463 0.730 1.725
H 5.175 -1.338 1.276
H 2.795 -1.210 0.726
H 2.927 3.050 1.086
H 5.317 2.919 1.635
H 0.960 -0.015 0.060
H 0.345 4.116 -0.553
H 0.531 6.405 0.360
H 0.674 6.750 2.804
H 0.552 4.815 4.322
H 0.394 2.535 3.415
Se 1.048 2.356 -2.576
C 2.659 2.040 -3.538
C 3.720 1.384 -2.929
C 4.876 1.140 -3.645
C 4.983 1.554 -4.962
C 3.925 2.217 -5.564
C 2.762 2.460 -4.860
H 3.632 1.072 -1.898
H 5.699 0.628 -3.169
H 5.887 1.356 -5.520
H 4.004 2.552 -6.589
H 1.932 2.979 -5.321

No. 6
30
Properties=species:S:1:pos:R:3 method="wB97M-V/def2-TZVPD" de_lowest_kcal_mol=18.09 homo_ev=-15.53 energy_ev=-33515.9191 charge=+2
C 4.766 -0.624 0.667
N 3.293 -0.388 0.874
C 2.618 -1.059 -0.217
O 1.158 -0.905 -0.206
P 0.666 0.599 -0.489
O -0.463 0.609 -1.560
O 1.940 1.515 -1.153
O 0.240 1.205 0.920
C -1.195 1.355 1.069
C -1.953 -0.021 1.021
O -1.733 -0.865 1.809
N -2.889 -0.157 -0.065
C -3.296 -1.563 -0.271
C -4.039 0.768 0.074
H 5.209 0.114 -0.039
H 4.892 -1.644 0.256
H 5.258 -0.562 1.654
H 3.203 0.627 0.824
H 2.804 -2.146 -0.081
H 3.033 -0.821 -1.237
H 2.005 1.181 -2.077
H -1.390 1.773 2.081
H -1.651 2.078 0.362
H -2.364 -2.164 -0.323
H -3.990 -1.934 0.511
H -3.750 -1.612 -1.286
H -4.910 0.393 -0.496
H -4.276 0.999 1.132
H -3.753 1.726 -0.428
Cd 0.565 1.523 -3.326

No. 7
9
Properties=species:S:1:pos:R:3 method="wB97M-V/def2-TZVPD" de_lowest_kcal_mol=27.62 homo_ev=-2.67 energy_ev=-14933.6866 charge=-1
S 2.057 -0.824 0.799
H 2.881 -0.388 -0.149
N -0.781 1.404 -1.012
C -1.280 0.333 -0.211
N -2.521 -0.125 -0.384
H -1.349 1.956 -1.642
H 0.209 1.293 -1.160
H -0.909 0.004 0.801
H -2.943 -0.636 0.396

No. 8
16
Properties=species:S:1:pos:R:3 method="wB97M-V/def2-TZVPD" de_lowest_kcal_mol=39.23 homo_ev=-7.95 energy_ev=-26989.5889 smiles=CCO.CSS
C 1.276 0.318 -1.973
S 0.242 1.546 -2.905
S 0.534 3.268 -1.894
H 0.897 -0.605 -2.498
H 1.113 0.304 -0.903
H 2.313 0.357 -2.354
H -0.455 4.012 -2.438
C 0.068 -0.989 1.890
O 0.005 0.432 1.454
C -1.379 -1.629 1.623
H 0.887 -1.541 1.310
H 0.448 -1.068 3.010
H -0.773 0.604 0.801
H -1.731 -1.543 0.611
H -1.492 -2.590 2.110
H -1.954 -0.875 2.157

No. 9
11
Properties=species:S:1:pos:R:3 method="wB97M-V/def2-TZVPD" de_lowest_kcal_mol=132.93 homo_ev=-9.52 energy_ev=-8771.9304
C -0.459 -0.135 0.419
C 0.321 1.061 0.016
C 0.463 -1.407 0.200
H -2.130 0.587 -0.904
H -0.779 0.072 1.516
H 0.099 1.326 -1.129
H 0.390 1.947 0.750
H 0.399 -2.463 0.417
N 1.524 -0.983 -0.475
O -1.457 -0.456 -0.555
O 1.630 0.451 -0.255

No. 10
76
Properties=species:S:1:pos:R:3 method="wB97M-V/def2-TZVPD" de_lowest_kcal_mol=0.00 homo_ev="-10.91 / -10.66" energy_ev=-103358.0453 charge=+1
Tl -0.611 2.839 -0.665
C -3.367 1.294 1.599
N -4.463 2.095 1.089
C -5.057 2.901 2.144
C -4.034 2.922 -0.020
C -3.717 2.106 -1.252
C -4.732 1.370 -1.870
C -4.488 0.640 -3.022
C -3.221 0.617 -3.594
C -2.180 1.315 -2.994
C -2.476 2.019 -1.844
H -3.717 0.660 2.413
H -2.543 1.923 1.989
H -2.965 0.652 0.813
H -5.413 2.250 2.942
H -5.908 3.457 1.751
H -4.340 3.618 2.577
H -3.161 3.544 0.258
H -4.839 3.619 -0.261
H -5.719 1.385 -1.425
H -5.296 0.089 -3.486
H -3.037 0.052 -4.499
H -1.183 1.279 -3.417
C 3.879 2.174 4.960
C 3.078 1.664 3.794
C 1.884 0.985 3.980
C 1.136 0.516 2.906
C -0.128 -0.260 3.190
C 1.608 0.727 1.601
As 0.376 0.047 0.255
N 0.879 0.930 -1.316
C 1.451 0.478 -2.435
C 2.058 -0.802 -2.594
C 2.633 -1.156 -3.790
C 2.639 -0.270 -4.872
C 2.069 0.999 -4.742
C 1.494 1.371 -3.552
C 0.612 -1.877 0.068
C -0.461 -2.520 -0.569
C -1.607 -1.757 -1.187
C -0.448 -3.907 -0.688
C 0.591 -4.671 -0.179
C 0.588 -6.170 -0.290
C 1.650 -4.012 0.437
C 1.692 -2.631 0.571
C 2.920 -2.025 1.200
C 2.822 1.402 1.385
C 3.431 1.619 0.023
C 3.526 1.856 2.491
H 3.399 1.934 5.907
H 3.999 3.257 4.904
H 4.879 1.736 4.965
H 1.522 0.809 4.987
H -0.319 -0.296 4.261
H -0.054 -1.291 2.835
H -1.001 0.188 2.710
H 2.059 -1.493 -1.765
H 3.090 -2.131 -3.894
H 3.093 -0.563 -5.809
H 2.091 1.690 -5.574
H 1.073 2.363 -3.434
H -2.102 -1.095 -0.474
H -2.356 -2.441 -1.581
H -1.264 -1.133 -2.016
H -1.275 -4.398 -1.188
H -0.279 -6.527 -0.844
H 0.571 -6.629 0.700
H 1.487 -6.526 -0.796
H 2.480 -4.594 0.823
H 3.689 -2.787 1.313
H 2.723 -1.600 2.184
H 3.330 -1.227 0.582
H 2.840 2.295 -0.592
H 3.523 0.682 -0.530
H 4.428 2.044 0.123
H 4.467 2.373 2.331

No. 11
16
Properties=species:S:1:pos:R:3 method="wB97M-V/def2-TZVPD" de_lowest_kcal_mol=52.98 homo_ev=-2.71 energy_ev=-17645.1452 charge=-1
C 1.802 -1.656 -3.006
S 1.615 -1.765 -1.166
C 0.104 -0.857 -0.901
H 2.542 -0.891 -3.222
H 0.861 -1.301 -3.409
H 2.131 -2.630 -3.357
H -0.376 -0.328 -1.725
H -0.623 -1.414 -0.319
H 0.416 -0.006 -0.292
N -1.703 1.376 3.385
C -0.808 1.851 2.191
O -0.488 0.862 1.350
H -2.640 1.452 2.984
H -1.494 0.382 3.231
H -1.455 2.580 1.671
H 0.115 2.346 2.586

No. 12
16
Properties=species:S:1:pos:R:3 method="wB97M-V/def2-TZVPD" de_lowest_kcal_mol=113.52 homo_ev=-9.00 energy_ev=-7389.8426
C -0.822 1.423 -0.943
C -0.899 0.183 -0.048
C -1.786 -0.928 -0.622
C 0.399 -0.150 0.547
C 3.095 -0.326 1.317
O 3.476 -1.367 0.841
H -0.291 2.232 -0.435
H -1.815 1.766 -1.246
H -0.261 1.171 -1.850
H -1.326 0.505 0.941
H -2.797 -0.566 -0.840
H -1.868 -1.769 0.075
H -1.359 -1.305 -1.558
H 0.418 -1.248 0.701
H 3.193 0.643 0.794
H 2.644 -0.267 2.327

No. 13
16
Properties=species:S:1:pos:R:3 method="wB97M-V/def2-TZVPD" de_lowest_kcal_mol=67.42 homo_ev=-8.25 energy_ev=-7855.2362 smiles="CC#C/C=C/CN"
C 2.885 0.585 2.385
C 1.924 0.070 1.429
C 1.115 -0.218 0.587
C 0.144 -0.168 -0.440
C -1.107 0.250 -0.230
C -2.032 0.211 -1.393
N -2.378 -1.219 -1.437
H 2.692 1.652 2.548
H 3.898 0.476 1.992
H 2.811 0.068 3.344
H -1.503 -1.679 -1.170
H 0.488 -0.274 -1.469
H -1.538 0.329 0.767
H -1.511 0.501 -2.317
H -2.923 0.847 -1.312
H -3.043 -1.424 -0.697

One value per record, in order, for strongest force on any atom: 5.89, 2.93, 0.87, 2.27, 3.13, 3.08, 4.87, 3.27, 6.00, 0.24, 1.65, 0.47, 0.81 eV Å⁻¹.